This record from the Open Molecules 2025 dataset describes 13 unconnected molecules or ions with the total composition C26H78O13 in a non-equilibrium geometry. The level of theory is ωB97M-V/def2-TZVPD.

Bonds (Å) are listed after each position.
Atoms and positions in Å:
1 C -14.748 -9.165 -17.435  C2 1.512, H4 1.090, H5 1.090, H6 1.090
2 C -14.748 -9.990 -16.167  C1 1.512, O3 1.454, H7 1.090, H8 1.090
3 O -13.365 -10.283 -15.828  C2 1.454, H9 0.960
4 H -14.151 -8.269 -17.265  C1 1.090
5 H -15.745 -8.801 -17.685  C1 1.090
6 H -14.316 -9.715 -18.271  C1 1.090
7 H -15.265 -10.945 -16.255  C2 1.090
8 H -15.224 -9.449 -15.349  C2 1.090
9 H -13.041 -10.957 -16.430  O3 0.960
10 C -13.229 -3.011 -12.415  C11 1.533, H13 1.090, H14 1.090, H15 1.090
11 C -14.632 -3.258 -11.851  C10 1.533, O12 1.407, H16 1.090, H17 1.090
12 O -15.482 -2.460 -12.637  C11 1.407, H18 0.960
13 H -13.055 -1.951 -12.598  C10 1.090
14 H -13.153 -3.513 -13.380  C10 1.090
15 H -12.490 -3.420 -11.727  C10 1.090
16 H -14.641 -2.841 -10.844  C11 1.090
17 H -14.931 -4.304 -11.786  C11 1.090
18 H -16.355 -2.406 -12.240  O12 0.960
19 C -19.401 2.012 -9.319  C20 1.539, H22 1.090, H23 1.090, H24 1.090
20 C -20.498 1.099 -9.893  C19 1.539, O21 1.390, H25 1.090, H26 1.090
21 O -20.103 -0.163 -9.462  C20 1.390, H27 0.960
22 H -19.513 3.036 -9.674  C19 1.090
23 H -18.444 1.655 -9.700  C19 1.090
24 H -19.237 1.944 -8.243  C19 1.090
25 H -20.536 1.046 -10.981  C20 1.090
26 H -21.488 1.384 -9.537  C20 1.090
27 H -20.786 -0.826 -9.580  O21 0.960
28 C -28.563 -13.571 -13.500  C29 1.529, H31 1.090, H32 1.090, H33 1.090
29 C -28.529 -12.068 -13.219  C28 1.529, O30 1.408, H34 1.090, H35 1.090
30 O -27.468 -11.491 -13.941  C29 1.408, H36 0.960
31 H -27.684 -14.036 -13.053  C28 1.090
32 H -28.651 -13.954 -14.517  C28 1.090
33 H -29.409 -14.065 -13.023  C28 1.090
34 H -28.354 -11.786 -12.181  C29 1.090
35 H -29.462 -11.619 -13.558  C29 1.090
36 H -26.879 -12.192 -14.229  O30 0.960
37 C -20.069 -2.496 -19.354  C38 1.540, H40 1.090, H41 1.090, H42 1.090
38 C -21.104 -1.463 -18.871  C37 1.540, O39 1.429, H43 1.090, H44 1.090
39 O -22.066 -1.342 -19.920  C38 1.429, H45 0.960
40 H -19.263 -2.620 -18.631  C37 1.090
41 H -19.533 -2.196 -20.254  C37 1.090
42 H -20.500 -3.495 -19.419  C37 1.090
43 H -20.698 -0.478 -18.640  C38 1.090
44 H -21.610 -1.782 -17.960  C38 1.090
45 H -22.742 -0.771 -19.546  O39 0.960
46 C -27.201 -6.698 -2.989  C47 1.520, H49 1.090, H50 1.090, H51 1.090
47 C -25.801 -6.921 -3.536  C46 1.520, O48 1.396, H52 1.090, H53 1.090
48 O -25.857 -7.089 -4.922  C47 1.396, H54 0.960
49 H -27.901 -7.485 -3.269  C46 1.090
50 H -27.720 -5.812 -3.357  C46 1.090
51 H -27.206 -6.557 -1.908  C46 1.090
52 H -25.444 -7.829 -3.051  C47 1.090
53 H -25.083 -6.139 -3.291  C47 1.090
54 H -26.345 -7.893 -5.111  O48 0.960
55 C -27.398 0.588 -4.825  C56 1.572, H58 1.090, H59 1.090, H60 1.090
56 C -26.798 -0.101 -6.104  C55 1.572, O57 1.429, H61 1.090, H62 1.090
57 O -27.346 0.520 -7.269  C56 1.429, H63 0.960
58 H -27.229 -0.027 -3.942  C55 1.090
59 H -28.485 0.540 -4.895  C55 1.090
60 H -27.049 1.587 -4.560  C55 1.090
61 H -27.000 -1.170 -6.178  C56 1.090
62 H -25.719 -0.008 -5.986  C56 1.090
63 H -28.174 0.089 -7.490  O57 0.960
64 C -20.281 -14.755 -12.956  C65 1.524, H67 1.090, H68 1.090, H69 1.090
65 C -21.076 -13.546 -13.435  C64 1.524, O66 1.434, H70 1.090, H71 1.090
66 O -21.949 -13.790 -14.547  C65 1.434, H72 0.960
67 H -20.951 -15.600 -12.797  C64 1.090
68 H -19.752 -14.471 -12.047  C64 1.090
69 H -19.565 -15.038 -13.727  C64 1.090
70 H -20.416 -12.685 -13.539  C65 1.090
71 H -21.658 -13.227 -12.571  C65 1.090
72 H -21.475 -13.715 -15.379  O66 0.960
73 C -30.713 -4.765 -10.073  C74 1.536, H76 1.090, H77 1.090, H78 1.090
74 C -31.884 -3.838 -10.429  C73 1.536, O75 1.411, H79 1.090, H80 1.090
75 O -31.815 -2.592 -9.771  C74 1.411, H81 0.960
76 H -30.818 -5.134 -9.053  C73 1.090
77 H -29.781 -4.216 -10.210  C73 1.090
78 H -30.664 -5.579 -10.797  C73 1.090
79 H -32.853 -4.316 -10.290  C74 1.090
80 H -31.859 -3.550 -11.481  C74 1.090
81 H -32.531 -2.066 -10.137  O75 0.960
82 C -21.814 -6.312 -12.763  C83 1.538, H85 1.090, H86 1.090, H87 1.090
83 C -23.048 -6.535 -11.873  C82 1.538, O84 1.405, H88 1.090, H89 1.090
84 O -22.943 -5.601 -10.829  C83 1.405, H90 0.960
85 H -21.925 -6.779 -13.742  C82 1.090
86 H -20.945 -6.842 -12.373  C82 1.090
87 H -21.607 -5.252 -12.910  C82 1.090
88 H -23.084 -7.579 -11.564  C83 1.090
89 H -23.892 -6.259 -12.505  C83 1.090
90 H -23.208 -6.073 -10.037  O84 0.960
91 C -21.194 -11.164 -20.861  C92 1.537, H94 1.090, H95 1.090, H96 1.090
92 C -20.932 -12.674 -20.970  C91 1.537, O93 1.418, H97 1.090, H98 1.090
93 O -20.197 -13.105 -19.837  C92 1.418, H99 0.960
94 H -20.268 -10.600 -20.970  C91 1.090
95 H -21.770 -10.854 -19.989  C91 1.090
96 H -21.747 -10.797 -21.726  C91 1.090
97 H -20.302 -12.874 -21.837  C92 1.090
98 H -21.853 -13.237 -21.126  C92 1.090
99 H -19.709 -13.907 -20.040  O93 0.960
100 C -26.427 -14.901 -6.604  C101 1.488, H103 1.090, H104 1.090, H105 1.090
101 C -26.085 -13.456 -6.700  C100 1.488, O102 1.392, H106 1.090, H107 1.090
102 O -27.085 -12.764 -6.024  C101 1.392, H108 0.960
103 H -26.255 -15.427 -5.665  C100 1.090
104 H -25.847 -15.429 -7.361  C100 1.090
105 H -27.434 -15.086 -6.979  C100 1.090
106 H -25.957 -13.140 -7.736  C101 1.090
107 H -25.112 -13.209 -6.275  C101 1.090
108 H -27.938 -13.112 -6.295  O102 0.960
109 C -18.284 -10.129 -6.774  C110 1.521, H112 1.090, H113 1.090, H114 1.090
110 C -18.881 -10.301 -5.386  C109 1.521, O111 1.440, H115 1.090, H116 1.090
111 O -18.963 -11.698 -5.044  C110 1.440, H117 0.960
112 H -18.982 -10.528 -7.510  C109 1.090
113 H -17.304 -10.604 -6.811  C109 1.090
114 H -18.227 -9.054 -6.946  C109 1.090
115 H -19.894 -9.916 -5.270  C110 1.090
116 H -18.283 -9.778 -4.640  C110 1.090
117 H -19.168 -11.749 -4.108  O111 0.960

Properties
Max |F|, eV/Å: 2.4
Total charge: 0
Frontier orbital gap, eV: 10.39
ΔE to the lowest compared entry with this formula, charge and spin, kcal per mole: 125.00
Highest occupied orbital energy, Ha: -0.3719